# 1
Entry from OMol25: a molecular structure, C32H35IrN8O3P (ωB97M-V/def2-TZVPD).

Structure (XYZ):
```
80
C32H35IrN8O3P | OMol25 | ωB97M-V/def2-TZVPD
Ir 0.703 0.134 0.082
O 2.459 -3.471 -0.156
C 2.056 -2.441 0.325
N 2.159 -1.184 -0.275
C 2.903 -0.949 -1.390
C 4.035 -1.691 -1.779
C 4.704 -1.322 -2.913
C 4.278 -0.216 -3.682
C 3.170 0.516 -3.338
C 2.450 0.154 -2.190
N 1.306 0.758 -1.729
C 0.459 1.462 -2.575
O 0.588 1.572 -3.771
C -0.641 2.127 -1.832
C -1.392 3.065 -2.518
C -2.370 3.773 -1.838
C -2.524 3.517 -0.490
C -1.732 2.552 0.110
N -0.813 1.832 -0.530
C 1.460 -2.336 1.688
C 1.655 -3.399 2.542
C 1.404 -3.223 3.896
C 1.069 -1.954 4.313
C 0.869 -0.954 3.370
N 0.966 -1.132 2.055
H 4.371 -2.522 -1.180
H 5.583 -1.873 -3.220
H 4.844 0.063 -4.560
H 2.859 1.352 -3.940
H -1.181 3.222 -3.566
H -2.976 4.512 -2.344
H -3.250 4.050 0.108
H -1.840 2.360 1.155
H 2.047 -4.323 2.138
H 1.533 -4.034 4.600
H 0.960 -1.715 5.361
H 0.673 0.037 3.712
O -1.955 0.088 3.826
C -2.423 1.148 3.005
C -1.788 2.491 3.375
C -0.245 2.503 3.296
C 0.594 2.967 2.113
C 0.738 4.349 2.005
C 1.639 4.914 1.122
C 2.446 4.070 0.383
C 2.259 2.711 0.525
N 1.339 2.144 1.327
H -2.388 0.139 4.686
H -3.513 1.228 3.052
H -2.160 0.836 1.991
H -2.040 2.675 4.422
H -2.263 3.319 2.843
H 0.027 1.507 3.583
H 0.101 3.143 4.110
H 0.151 4.982 2.658
H 1.738 5.989 1.048
H 3.206 4.444 -0.288
H 2.876 2.026 -0.044
C -1.616 -4.184 -1.647
N -2.283 -3.523 -0.524
C -3.432 -2.766 -1.018
N -3.076 -1.806 -2.064
C -2.398 -2.508 -3.155
N -1.222 -3.258 -2.711
C -0.129 -2.383 -2.304
P -0.695 -1.381 -0.870
C -1.359 -2.694 0.239
C -2.272 -0.709 -1.548
H -2.309 -4.911 -2.072
H -0.735 -4.717 -1.287
H -3.908 -2.242 -0.188
H -4.150 -3.471 -1.436
H -2.103 -1.793 -3.924
H -3.104 -3.213 -3.594
H 0.153 -1.723 -3.130
H 0.746 -2.979 -2.033
H -1.861 -2.228 1.092
H -0.555 -3.322 0.621
H -2.058 -0.007 -2.357
H -2.816 -0.174 -0.766
```

## Properties
Kohn-Sham gap (spin up / spin down) = 7.5 / 5.6 eV
HOMO level (spin up / spin down) = -13.5817 / -13.6582 eV
total charge = +2
total energy = -2349.39100 Ha
energy above the lowest of the compared OMol25 structures with the same formula, charge and spin = 262.3 kJ/mol
⟨S²⟩ = 0.767
2S+1 = 2

Atom charges from the Löwdin analysis, given in e for atoms 1 to 5:
1 Ir 1.22
2 O 0.13
3 C -0.45
4 N -0.05
5 C -0.19


# 2
Entry from OMol25: 2 unconnected molecules or ions with the total composition CH4BF in a non-equilibrium geometry (ωB97M-V/def2-TZVPD).

Structure (XYZ):
```
7
CH4BF | OMol25 | ωB97M-V/def2-TZVPD
B 0.308 -0.667 -0.012
C -0.595 0.557 -0.001
F -2.250 -0.201 0.004
H -0.117 -1.563 0.593
H 1.346 -0.711 -0.545
H -0.836 1.293 -0.793
H -0.594 0.924 1.123
```

## Properties
Kohn-Sham gap = 11.1 eV
HOMO level = -11.7987 eV
total energy = -165.10703 Ha
energy above the lowest of the compared OMol25 structures with the same formula, charge and spin = 137.4 kJ/mol
2S+1 = 1

Atom charges from the natural (NBO) analysis, given in e for atoms 1 to 5:
1 B 0.43
2 C -0.31
3 F -0.50
4 H -0.05
5 H -0.07


# 3
Entry from OMol25: a single C4H8O2 molecule (ωB97M-V/def2-TZVPD).

Structure (XYZ):
```
14
C4H8O2 | OMol25 | ωB97M-V/def2-TZVPD
C 2.476 0.504 -0.622
O 1.694 -0.588 -0.181
C 0.331 -0.380 -0.224
C -2.519 -0.433 0.347
C -0.279 0.228 0.794
O -1.601 0.414 1.007
H 3.505 0.144 -0.728
H 2.127 0.886 -1.588
H 2.455 1.327 0.105
H -0.173 -0.786 -1.101
H -2.110 -1.448 0.225
H -3.406 -0.474 0.990
H -2.806 -0.035 -0.636
H 0.308 0.640 1.610
```

## Properties
Kohn-Sham gap = 9.7 eV
SMILES = CO/C=C/OC
HOMO level = -8.6776 eV
total energy = -307.61592 Ha
energy above the lowest of the compared OMol25 structures with the same formula, charge and spin = 253.4 kJ/mol
2S+1 = 1

Atom charges from the natural (NBO) analysis, given in e for atoms 1 to 5:
1 C -0.24
2 O -0.54
3 C -0.01
4 C -0.26
5 C 0.10


# 4
Entry from OMol25: a molecular structure, C24H34Br42ClINO3 (ωB97M-V/def2-TZVPD).

Structure (XYZ):
```
106
C24H34Br42ClINO3 | OMol25 | ωB97M-V/def2-TZVPD
C 3.753 2.246 2.302
C 3.586 3.729 1.961
C 3.455 4.070 0.453
C 2.219 4.885 0.113
O 1.241 4.171 -0.668
C 0.072 3.902 0.050
C 0.249 2.706 0.991
C 0.072 1.362 0.286
Cl 1.284 0.913 -0.945
C -1.319 1.251 -0.330
N -2.006 2.564 -0.546
C -2.897 2.959 0.579
O -4.023 3.486 -0.074
O -4.870 3.983 0.938
C -1.105 3.702 -0.942
I -0.557 3.431 -2.999
H 2.804 1.722 2.366
H 4.399 1.752 1.584
H 4.232 2.158 3.276
H 4.479 4.231 2.324
H 2.765 4.161 2.528
H 3.485 3.168 -0.139
H 4.328 4.652 0.172
H 2.500 5.752 -0.485
H 1.774 5.282 1.025
H -0.151 4.809 0.618
H -0.556 2.748 1.730
H 1.183 2.762 1.537
H 0.148 0.581 1.035
H -1.946 0.624 0.293
H -1.236 0.758 -1.293
H -2.635 2.382 -1.350
H -3.172 2.089 1.171
H -2.438 3.723 1.202
H -5.336 3.181 1.259
H -1.738 4.579 -0.910
C 4.609 4.138 6.301
Br 3.056 3.141 5.740
Br 6.219 3.467 5.491
Br 4.383 6.022 5.984
H 4.706 3.997 7.367
C 0.297 -3.337 -0.710
Br -0.651 -3.823 -2.313
Br 2.095 -2.769 -1.073
Br -0.703 -2.046 0.311
H 0.355 -4.226 -0.100
C -3.067 -6.127 -0.009
Br -2.940 -7.218 -1.587
Br -4.481 -6.717 1.156
Br -1.381 -6.054 0.920
H -3.302 -5.121 -0.327
C -8.253 2.822 2.455
Br -9.356 2.457 3.979
Br -6.783 1.563 2.339
Br -9.263 2.860 0.822
H -7.823 3.805 2.589
C -12.090 5.330 5.084
Br -12.406 4.909 3.233
Br -12.571 3.863 6.234
Br -10.270 5.890 5.395
H -12.725 6.165 5.339
C -9.572 6.724 -0.134
Br -9.322 6.696 1.775
Br -11.286 5.996 -0.623
Br -9.315 8.488 -0.857
H -8.817 6.084 -0.566
C 1.670 -6.890 -2.311
Br 1.101 -7.711 -3.954
Br 1.472 -8.081 -0.814
Br 3.459 -6.187 -2.442
H 1.016 -6.049 -2.139
C 6.583 -4.135 -1.459
Br 5.193 -3.647 -0.214
Br 7.198 -2.604 -2.451
Br 8.025 -5.051 -0.579
H 6.151 -4.823 -2.170
C -5.877 -4.079 3.190
Br -7.635 -3.310 3.051
Br -4.523 -2.715 3.340
Br -5.760 -5.345 4.631
H -5.683 -4.615 2.272
C 8.098 -6.364 -5.408
Br 9.162 -5.012 -4.546
Br 8.968 -8.081 -5.416
Br 6.349 -6.476 -4.605
H 7.966 -6.060 -6.435
C 6.246 1.643 -3.485
Br 7.253 0.660 -4.795
Br 4.547 0.794 -3.138
Br 7.269 1.905 -1.875
H 6.037 2.618 -3.901
C 1.034 -2.257 4.264
Br -0.532 -3.300 3.874
Br 2.550 -2.806 3.216
Br 0.695 -0.363 4.077
H 1.273 -2.422 5.304
C 11.806 -9.780 -7.474
Br 13.662 -9.609 -6.995
Br 11.583 -10.063 -9.365
Br 10.936 -11.159 -6.447
H 11.323 -8.846 -7.229
C -4.060 0.524 -4.110
Br -4.421 2.002 -2.919
Br -3.456 1.136 -5.826
Br -2.806 -0.698 -3.302
H -4.992 -0.003 -4.252
```

## Properties
Kohn-Sham gap = 8.6 eV
HOMO level = -11.1075 eV
total charge = +1
total energy = -110081.33958 Ha
energy above the lowest of the compared OMol25 structures with the same formula, charge and spin = 0.0 kJ/mol
2S+1 = 1

Atom charges from the Löwdin analysis, given in e for atoms 1 to 5:
1 C -0.12
2 C -0.25
3 C -0.15
4 C -0.17
5 O -0.20


# 5
Entry from OMol25: a molecular structure, C5H10O2 in a non-equilibrium geometry (ωB97M-V/def2-TZVPD).

Structure (XYZ):
```
17
C5H10O2 | OMol25 | ωB97M-V/def2-TZVPD
O 1.865 0.087 0.288
C 1.851 -1.282 0.125
C 0.519 -0.981 -0.365
C -0.681 -0.771 0.501
C -1.544 0.413 0.046
C -0.677 1.660 -0.128
O 0.341 1.429 -1.067
H 1.131 1.123 -0.567
H 1.909 -1.828 1.058
H 2.545 -1.645 -0.632
H 0.286 -1.093 -1.440
H -0.334 -0.638 1.529
H -1.289 -1.690 0.461
H -2.352 0.593 0.769
H -2.018 0.183 -0.918
H -0.264 1.957 0.848
H -1.288 2.484 -0.509
```

## Properties
Kohn-Sham gap = 9.7 eV
HOMO level = -9.2086 eV
total energy = -346.88682 Ha
energy above the lowest of the compared OMol25 structures with the same formula, charge and spin = 363.9 kJ/mol
2S+1 = 1

Atom charges from the natural (NBO) analysis, given in e for atoms 1 to 5:
1 O -0.63
2 C -0.12
3 C 0.18
4 C -0.47
5 C -0.41


# 6
Entry from OMol25: a molecular structure, C5H10FN in a non-equilibrium geometry (ωB97M-V/def2-TZVPD).

Structure (XYZ):
```
17
C5H10FN | OMol25 | ωB97M-V/def2-TZVPD
C 1.689 1.258 -0.108
C 0.808 0.060 0.039
C -0.270 0.047 1.179
C -1.273 -0.299 0.108
C -0.307 -0.180 -1.067
H 1.055 2.268 -0.070
H 2.308 1.352 -1.078
H 2.605 1.213 0.618
H 1.033 -1.731 0.484
H 1.475 -1.486 -1.317
H -0.252 1.045 1.854
H -0.163 -1.124 1.837
H -1.712 -1.347 0.065
H -0.489 0.519 -1.956
H 0.017 -1.396 -1.422
N 1.742 -1.145 0.144
F -2.439 0.376 -0.103
```

## Properties
Kohn-Sham gap = 10.2 eV
HOMO level = -9.8194 eV
total energy = -350.90611 Ha
energy above the lowest of the compared OMol25 structures with the same formula, charge and spin = 576.6 kJ/mol
2S+1 = 1

Atom charges from the natural (NBO) analysis, given in e for atoms 1 to 5:
1 C -0.64
2 C 0.05
3 C -0.45
4 C 0.17
5 C -0.42


# 7
Entry from OMol25: a molecular structure, C2H14O4S in a non-equilibrium geometry (ωB97M-V/def2-TZVPD).

Structure (XYZ):
```
21
C2H14O4S | OMol25 | ωB97M-V/def2-TZVPD
C 1.347 -0.242 1.201
S 0.916 -1.961 1.431
C -0.639 -1.893 0.542
H 2.262 -0.065 1.785
H 1.520 -0.052 0.106
H 0.486 0.375 1.582
H -0.475 -1.555 -0.480
H -1.321 -1.179 1.003
H -1.067 -2.890 0.579
H -2.080 1.174 2.189
H -1.112 0.796 -1.144
O -1.284 1.678 -0.790
H -1.453 1.463 0.153
H -0.569 -0.947 -2.782
O -0.571 -0.902 -1.820
H 0.518 3.633 -0.278
H 0.498 3.681 -1.021
O -1.487 0.749 1.549
H 2.389 -0.574 -1.444
H 0.517 -0.715 -1.478
O 1.605 -0.574 -0.883
```

## Properties
Kohn-Sham gap = 4.7 eV
HOMO level = -8.7135 eV
total energy = -783.39364 Ha
energy above the lowest of the compared OMol25 structures with the same formula, charge and spin = 944.3 kJ/mol
2S+1 = 1

Atom charges from the natural (NBO) analysis, given in e for atoms 1 to 5:
1 C -0.71
2 S 0.69
3 C -0.83
4 H 0.24
5 H 0.37


# 8
Entry from OMol25: a single C3H9NS2 molecule (ωB97M-V/def2-TZVPD).

Structure (XYZ):
```
15
C3H9NS2 | OMol25 | ωB97M-V/def2-TZVPD
S 1.380 -2.072 2.094
S 1.555 -1.979 0.049
C 1.690 -0.161 -0.194
C 0.370 0.564 0.044
N -0.719 -0.015 -0.762
C -1.865 0.869 -0.827
H 0.041 -1.995 2.181
H 2.026 0.032 -1.210
H 2.415 0.121 0.564
H 0.155 0.505 1.121
H 0.461 1.619 -0.221
H -0.983 -0.880 -0.298
H -1.528 1.876 -1.081
H -2.582 0.536 -1.581
H -2.416 0.981 0.122
```

## Properties
Kohn-Sham gap = 9.6 eV
SMILES = CNCCSS
HOMO level = -9.0432 eV
total energy = -970.81801 Ha
energy above the lowest of the compared OMol25 structures with the same formula, charge and spin = 36.0 kJ/mol
2S+1 = 1

Atom charges from the natural (NBO) analysis, given in e for atoms 1 to 5:
1 S -0.14
2 S 0.09
3 C -0.52
4 C -0.24
5 N -0.63